#a
15
Properties=species:S:1:pos:R:3:lowdin_charge:R:1 method="wB97M-V/def2-TZVPD" homo_energy_ev=-9.7 lumo_ev=0.9 orbital_gap_ev=10.60
H 1.7167 -0.5688 -0.3244 0.09
H -1.4764 -0.6443 1.8051 0.11
H 0.8963 -0.6949 -1.8776 0.08
C 0.0908 1.8100 -0.9919 -0.17
C -0.4862 -0.5729 -0.2072 -0.29
H 0.8250 1.1135 1.4052 0.10
C -0.6413 0.9570 -0.0633 -0.32
C -0.4913 -0.5270 1.3340 -0.16
H -1.7041 1.2170 -0.0648 0.15
H -1.3175 -1.1032 -0.6806 0.13
H 0.9802 -2.1003 -0.8127 0.08
C 0.8465 -1.0112 -0.8292 -0.07
N -0.1734 0.9302 1.3491 0.01
H 0.2279 -1.2500 1.6951 0.11
N 0.7065 2.4446 -1.7368 0.16



#b
15
Properties=species:S:1:pos:R:3:lowdin_charge:R:1 method="wB97M-V/def2-TZVPD" smiles=C[C@@]1(CC#N)CN1 homo_energy_ev=-10.0 lumo_ev=0.9 orbital_gap_ev=10.86
H -0.2128 0.9574 2.1540 0.09
C -1.3437 0.0180 0.7219 -0.12
C 0.0468 0.1884 0.2536 -0.54
H 0.9380 -1.1741 1.6841 0.08
N -0.4631 -1.0132 -2.9153 0.14
C -0.1370 -0.1998 -2.1599 -0.22
H 1.2730 1.1012 -1.2990 0.12
H 1.0384 -1.6984 -0.0038 0.09
C 0.2364 0.7832 -1.1368 -0.12
H -2.1740 0.2887 0.0726 0.11
H 2.1059 -0.4120 0.5850 0.08
H -0.3987 1.6687 -1.2361 0.13
C 1.0933 -0.8259 0.6576 -0.02
N -0.5275 1.1348 1.2050 0.05
H -1.5426 -0.8138 1.3961 0.11



#c
15
Properties=species:S:1:pos:R:3:lowdin_charge:R:1 method="wB97M-V/def2-TZVPD" homo_energy_ev="-8.1 / -8.1" lumo_ev="0.2 / 0.2" orbital_gap_ev="8.30 / 8.30"
C 1.2974 -0.3531 -0.5021 0.00
C -0.9128 0.5681 -1.4877 -0.10
H -0.3326 0.7947 1.7580 0.00
C -0.4117 -0.0559 2.4593 -0.03
N 0.2232 0.0056 -1.1804 -0.10
H 0.8081 -1.9818 -1.9253 0.07
C -1.4165 1.5433 -0.5713 -0.22
C 1.0975 -0.9792 -1.8105 -0.09
H 2.1381 -0.0548 0.0183 0.09
N -1.7962 2.1625 0.3379 0.13
H 1.8428 -0.7856 -2.6853 0.13
H -1.5002 0.1673 -2.3175 0.12
H 0.3309 0.1382 3.2614 0.04
H -1.3423 -0.3504 2.7756 -0.01
H -0.0255 -0.8189 1.8697 -0.03



#d
15
Properties=species:S:1:pos:R:3:lowdin_charge:R:1 method="wB97M-V/def2-TZVPD" homo_energy_ev=-9.1 lumo_ev=0.2 orbital_gap_ev=9.25
H -1.2371 -1.6900 0.4347 0.09
C -1.4400 -1.0924 -0.4549 -0.09
H 2.2570 -0.2330 -1.0331 0.08
H -0.6384 -1.3056 -1.1844 0.08
H -2.3617 -1.4020 -0.9444 0.09
H -1.6392 0.5758 0.9605 0.11
C 0.8895 0.2339 0.3836 -0.47
C 1.2764 1.6356 0.7173 -0.19
H 0.5024 -0.2278 1.3085 0.14
N 1.9706 -0.5856 -0.1243 0.04
H -2.2826 0.9466 -0.6816 0.10
C -1.4976 0.4390 -0.1185 -0.26
H 2.7708 -0.5495 0.5000 0.08
N 1.5836 2.7311 0.9212 0.16
C -0.1538 0.5238 -0.6846 0.02



Pick the most stable structure from those above. Pick: #b